(1)
Here is a 7-piece molecular cluster, C12H36NO9 overall in a non-equilibrium geometry from the Open Molecules 2025 dataset. Energies are from the ωB97M-V functional and the def2-TZVPD basis.

Structure (XYZ):
```
58
Properties=species:S:1:pos:R:3:nbo_charge:R:1
N -0.43 0.02 0.59 0.75
O -1.10 0.81 1.33 -0.54
O -0.33 -1.20 0.86 -0.52
O 0.19 0.48 -0.35 -0.55
C 4.41 2.82 0.05 -0.63
C 3.23 1.84 -0.14 -0.07
O 2.26 2.38 -1.12 -0.77
H 5.00 2.38 0.83 0.20
H 4.10 3.86 0.51 0.21
H 5.01 2.87 -0.80 0.21
H 2.48 1.84 0.79 0.17
H 3.51 0.90 -0.48 0.17
H 1.51 1.73 -0.82 0.49
C 1.88 -2.89 -3.51 -0.64
C 1.15 -1.97 -2.42 -0.08
O 0.99 -2.89 -1.31 -0.74
H 2.71 -3.30 -3.03 0.21
H 2.10 -2.36 -4.48 0.20
H 1.47 -3.84 -3.87 0.21
H 0.15 -1.57 -2.54 0.19
H 1.94 -1.25 -2.04 0.17
H 0.89 -2.18 -0.71 0.48
C 0.86 5.06 2.02 -0.66
C 0.27 3.76 1.49 -0.07
O -1.03 3.48 2.16 -0.77
H 0.87 5.24 3.25 0.23
H 0.17 5.80 1.58 0.21
H 1.77 5.44 1.30 0.22
H 0.96 2.93 1.55 0.15
H 0.05 3.78 0.44 0.18
H -1.39 2.60 1.78 0.50
C 2.17 -3.34 2.89 -0.65
C 0.92 -4.16 2.82 -0.07
O -0.24 -3.20 3.05 -0.77
H 2.27 -3.12 4.02 0.20
H 2.12 -2.37 2.64 0.23
H 2.94 -4.11 2.60 0.21
H 0.68 -4.83 3.62 0.18
H 0.74 -4.71 1.81 0.16
H -0.20 -2.51 2.32 0.49
C -5.18 -1.67 1.05 -0.60
C -3.70 -1.38 1.24 -0.06
O -3.58 -0.43 2.26 -0.78
H -5.39 -2.26 0.33 0.19
H -5.84 -0.66 0.83 0.19
H -5.50 -2.11 1.97 0.20
H -3.18 -0.65 0.42 0.16
H -3.07 -2.29 1.43 0.17
H -2.65 0.09 2.18 0.51
C -2.82 0.93 -4.16 -0.62
C -1.67 0.55 -3.23 -0.06
O -1.56 1.55 -2.21 -0.79
H -3.76 0.80 -3.54 0.21
H -2.88 0.14 -4.93 0.19
H -2.93 1.83 -4.60 0.21
H -0.72 0.35 -3.65 0.16
H -1.98 -0.35 -2.53 0.15
H -0.65 1.29 -1.56 0.50
```

DFT total energy in eV: -32937.26303
Net charge: -1
HOMO energy in eV: -6.47
LUMO in eV: 2.93
Largest force on an atom in eV Å⁻¹: 6.90
Energy above the lowest of the compared OMol25 structures with the same formula, charge and spin in kJ/mol: 491.4

(2)
Here is a 2-piece molecular cluster, C9H14NO2 overall in a non-equilibrium geometry from the Open Molecules 2025 dataset. Energies are from the ωB97M-V functional and the def2-TZVPD basis.

Structure (XYZ):
```
26
Properties=species:S:1:pos:R:3:nbo_charge:R:1
C -2.46 -1.04 -0.37 -0.03
C -1.30 2.36 -0.04 0.00
C -1.70 -1.74 0.39 0.49
C -0.83 1.30 -0.31 0.23
C -3.54 -0.04 -0.32 -0.71
C -1.94 3.58 0.32 -0.70
C 3.69 -1.41 0.67 -0.65
C 2.97 -1.26 -0.65 -0.22
C 0.60 -0.50 0.23 0.28
N 1.44 -1.49 -0.51 -0.56
O -0.72 -2.29 0.70 -0.50
O -0.36 0.10 -0.58 -0.46
H -4.35 -0.61 0.17 0.27
H -3.19 1.04 0.07 0.26
H -3.81 0.22 -1.34 0.24
H -1.76 3.84 1.37 0.26
H -1.63 4.48 -0.27 0.26
H -2.95 3.53 0.19 0.25
H 3.24 -0.62 1.39 0.22
H 3.65 -2.39 1.12 0.24
H 4.84 -1.20 0.60 0.28
H 3.38 -1.93 -1.38 0.24
H 3.09 -0.22 -0.98 0.23
H 1.32 0.11 0.83 0.20
H 0.94 -1.49 -1.37 0.45
H 1.37 -2.33 0.05 0.46
```

DFT total energy in eV: -15129.57863
Net charge: +1
HOMO energy (spin up / spin down) in eV: -12.51 / -12.21
LUMO (spin up / spin down) in eV: -4.42 / -4.74
Largest force on an atom in eV Å⁻¹: 3.30
Energy above the lowest of the compared OMol25 structures with the same formula, charge and spin in kJ/mol: 747.5

(3)
Here is a 5-piece molecular cluster, C23H39N5O3PS overall in a non-equilibrium geometry from the Open Molecules 2025 dataset. Energies are from the ωB97M-V functional and the def2-TZVPD basis.

Structure (XYZ):
```
72
Properties=species:S:1:pos:R:3:lowdin_charge:R:1
C 1.69 -2.16 3.29 -0.20
C 1.06 -0.99 2.54 -0.42
P -0.67 -0.64 3.29 0.45
C -1.47 -1.89 2.03 -0.26
C -2.92 -2.05 2.28 -0.58
O -3.75 -1.72 1.49 0.09
N -3.20 -2.66 3.54 -0.17
C -3.16 -4.12 3.40 -0.07
C -4.43 -2.16 4.16 -0.08
S -0.98 1.13 1.93 0.49
C -1.86 2.34 2.94 -0.20
O -1.83 0.90 0.77 -0.41
O 0.29 1.78 1.59 -0.45
H 2.61 -2.46 2.79 0.05
H 1.95 -1.84 4.29 0.06
H 1.03 -3.01 3.37 0.04
H 0.99 -1.26 1.49 0.06
H 1.70 -0.14 2.69 0.05
H -1.99 -0.32 3.85 -0.02
H -0.07 0.29 4.25 -0.02
H -0.55 -1.71 4.26 -0.02
H -1.27 -1.69 0.98 0.08
H -1.01 -2.84 2.27 0.06
H -2.68 -4.55 4.27 0.08
H -2.51 -4.36 2.57 0.06
H -4.14 -4.57 3.27 0.08
H -5.04 -1.60 3.46 0.08
H -4.17 -1.54 5.00 0.07
H -5.01 -3.00 4.54 0.07
H -2.89 2.02 2.94 0.04
H -1.80 3.30 2.45 0.03
H -1.49 2.33 3.95 0.04
N -3.66 -6.93 -1.55 -0.01
C -2.45 -6.77 -0.94 -0.15
C -2.45 -5.55 -0.31 -0.11
C -3.72 -4.95 -0.55 -0.09
C -4.44 -5.83 -1.31 -0.14
H -3.94 -7.73 -2.09 0.14
H -1.69 -7.53 -1.00 0.10
H -1.64 -5.13 0.25 0.09
H -4.05 -3.99 -0.19 0.09
H -5.44 -5.76 -1.71 0.10
N -0.52 3.53 -0.94 0.04
C -0.93 4.72 -0.43 -0.13
C -1.21 5.57 -1.48 -0.12
C -0.96 4.84 -2.67 -0.14
C -0.53 3.59 -2.30 -0.16
H -0.25 2.73 -0.39 0.11
H -0.99 4.87 0.63 0.10
H -1.56 6.58 -1.40 0.08
H -1.08 5.19 -3.69 0.08
H -0.24 2.73 -2.89 0.11
N 2.40 4.92 -3.89 0.02
C 2.49 6.27 -4.06 -0.14
C 3.77 6.56 -4.48 -0.12
C 4.47 5.33 -4.57 -0.12
C 3.60 4.34 -4.20 -0.14
H 1.57 4.44 -3.58 0.11
H 1.65 6.91 -3.87 0.10
H 4.15 7.54 -4.70 0.08
H 5.49 5.18 -4.87 0.08
H 3.72 3.27 -4.13 0.09
N 6.05 -1.02 -2.89 -0.01
C 4.82 -0.70 -2.38 -0.14
C 4.64 0.64 -2.53 -0.11
C 5.80 1.16 -3.16 -0.12
C 6.66 0.11 -3.37 -0.15
H 6.45 -1.94 -2.90 0.14
H 4.19 -1.46 -1.95 0.11
H 3.77 1.20 -2.23 0.09
H 5.99 2.19 -3.43 0.08
H 7.64 0.07 -3.81 0.10
```

DFT total energy in eV: -58198.33114
Net charge: -1
HOMO energy in eV: -4.70
LUMO in eV: 2.50
Largest force on an atom in eV Å⁻¹: 2.20

(4)
Here is a 3-piece molecular cluster, C7H16BCl4NO3 overall from the Open Molecules 2025 dataset. Energies are from the ωB97M-V functional and the def2-TZVPD basis.

Structure (XYZ):
```
32
Properties=species:S:1:pos:R:3:nbo_charge:R:1
C -0.27 -1.88 2.03 -1.03
B -0.53 -1.00 0.77 0.98
O -1.09 -1.58 -0.34 -0.89
C -0.21 0.58 0.69 -0.06
N -0.45 1.32 1.92 -0.85
O 1.12 0.81 0.16 -0.53
C 2.19 0.22 0.72 0.64
O 2.33 -0.02 1.88 -0.58
H 0.07 -2.88 1.73 0.25
H -1.25 -2.04 2.51 0.25
H 0.41 -1.46 2.76 0.25
H -1.76 -1.03 -0.78 0.50
H -0.83 1.02 -0.10 0.17
H 0.38 1.80 2.23 0.38
H -0.73 0.70 2.67 0.36
H 2.96 0.02 -0.04 0.13
Cl 5.92 2.35 0.12 -0.06
C 5.25 3.31 -1.22 -0.39
C 3.93 2.76 -1.69 -0.39
Cl 4.12 1.18 -2.50 -0.06
H 5.99 3.32 -2.02 0.22
H 5.10 4.32 -0.85 0.22
H 3.49 3.43 -2.42 0.22
H 3.24 2.63 -0.87 0.23
Cl -4.52 -1.96 1.12 -0.06
C -5.45 -2.25 -0.37 -0.39
C -4.56 -2.40 -1.57 -0.38
Cl -3.74 -0.86 -1.98 -0.07
H -6.15 -1.42 -0.49 0.23
H -6.02 -3.17 -0.23 0.23
H -5.15 -2.68 -2.44 0.23
H -3.78 -3.14 -1.41 0.23
```

Structure (SMILES): CB(O)[C@@H](N)OC=O.ClCCCl.ClCCCl
DFT total energy in eV: -65918.69729
Net charge: 0
HOMO energy in eV: -9.02
LUMO in eV: 0.57
Largest force on an atom in eV Å⁻¹: 0.67
Energy above the lowest of the compared OMol25 structures with the same formula, charge and spin in kJ/mol: 199.1

(5)
Here is a 2-piece molecular cluster, CH2NO4S overall in a non-equilibrium geometry from the Open Molecules 2025 dataset. Energies are from the ωB97M-V functional and the def2-TZVPD basis.

Structure (XYZ):
```
9
Properties=species:S:1:pos:R:3:nbo_charge:R:1
C -0.02 0.00 0.44 -0.50
N -1.59 -0.15 -0.89 0.49
O -1.33 -0.58 -2.01 -0.44
O 2.42 0.33 -0.80 -1.00
O -2.67 0.12 -0.50 -0.42
O 1.96 0.25 1.71 -1.00
S 1.63 0.88 0.33 1.45
H -0.50 0.25 1.46 0.22
H 0.11 -1.11 0.27 0.21
```

DFT total energy in eV: -21581.36266
Net charge: -1
HOMO energy in eV: -4.37
LUMO in eV: 3.88
Largest force on an atom in eV Å⁻¹: 3.66
Energy above the lowest of the compared OMol25 structures with the same formula, charge and spin in kJ/mol: 514.2

(6)
Here is a 11-piece molecular cluster, C33H77N11O11 overall in a non-equilibrium geometry from the Open Molecules 2025 dataset. Energies are from the ωB97M-V functional and the def2-TZVPD basis.

Structure (XYZ):
```
132
Properties=species:S:1:pos:R:3:lowdin_charge:R:1
C 0.83 -4.33 2.43 -0.01
C 1.20 -5.74 2.19 -0.59
O 0.55 -6.65 2.69 0.03
N 2.35 -5.87 1.52 0.02
C 3.05 -7.14 1.30 -0.06
H 0.19 -4.27 3.31 0.09
H 0.13 -4.10 1.62 0.06
H 1.67 -3.64 2.41 0.07
H 2.90 -5.08 1.19 0.06
H 4.12 -6.98 1.18 0.07
H 2.79 -7.56 0.33 0.07
H 2.95 -7.87 2.10 0.08
C -2.38 6.47 0.30 0.02
C -0.93 5.93 0.15 -0.55
O -0.18 6.04 1.07 0.04
N -0.67 5.31 -1.02 0.02
C 0.65 4.66 -1.24 -0.06
H -3.08 5.77 0.77 0.07
H -2.76 6.60 -0.71 0.06
H -2.45 7.39 0.87 0.08
H -1.37 5.13 -1.72 0.13
H 1.35 5.48 -1.40 0.09
H 0.59 3.97 -2.08 0.08
H 0.99 4.11 -0.37 0.07
C -2.75 -2.91 1.71 0.03
C -2.81 -2.38 0.27 -0.53
O -3.00 -1.21 0.01 0.02
N -2.44 -3.25 -0.67 0.02
C -2.30 -3.01 -2.10 -0.06
H -3.60 -2.59 2.31 0.09
H -1.81 -2.61 2.16 0.07
H -2.79 -4.00 1.70 0.08
H -2.22 -4.17 -0.32 0.13
H -1.55 -2.27 -2.37 0.08
H -3.21 -2.74 -2.62 0.07
H -2.08 -4.00 -2.51 0.09
C -7.67 2.14 -4.13 0.00
C -6.93 1.47 -2.98 -0.54
O -7.26 1.62 -1.81 0.03
N -5.86 0.74 -3.39 0.02
C -5.07 -0.05 -2.42 -0.05
H -7.02 2.53 -4.91 0.08
H -8.30 2.94 -3.74 0.08
H -8.29 1.34 -4.54 0.08
H -5.73 0.55 -4.37 0.13
H -4.51 0.59 -1.75 0.07
H -4.39 -0.70 -2.98 0.07
H -5.68 -0.77 -1.87 0.09
C 1.14 -0.31 3.62 0.01
C 2.26 -1.00 4.40 -0.53
O 3.43 -0.65 4.23 0.01
N 1.90 -2.08 5.12 0.00
C 2.86 -2.91 5.83 -0.06
H 1.27 -0.39 2.54 0.05
H 1.10 0.74 3.91 0.06
H 0.20 -0.77 3.92 0.07
H 0.94 -2.36 5.11 0.12
H 3.91 -2.75 5.59 0.09
H 2.70 -3.91 5.43 0.08
H 2.63 -2.82 6.89 0.08
C -0.87 2.91 2.51 0.03
C 0.01 3.50 3.60 -0.55
O 0.38 2.79 4.53 0.01
N 0.42 4.75 3.47 0.02
C 1.20 5.46 4.46 -0.07
H -1.89 2.95 2.87 0.09
H -0.47 1.92 2.27 0.07
H -0.80 3.51 1.60 0.05
H 0.40 5.21 2.57 0.08
H 0.95 5.20 5.48 0.08
H 1.16 6.54 4.34 0.08
H 2.28 5.27 4.39 0.08
C 4.50 -1.32 0.69 0.02
C 4.64 -2.80 0.41 -0.51
O 3.93 -3.58 1.05 0.00
N 5.59 -3.20 -0.45 0.03
C 5.88 -4.58 -0.78 -0.06
H 3.95 -0.75 -0.06 0.08
H 5.49 -0.90 0.84 0.09
H 3.96 -1.23 1.63 0.07
H 5.92 -2.48 -1.07 0.14
H 5.79 -4.81 -1.84 0.08
H 5.12 -5.26 -0.39 0.06
H 6.81 -4.93 -0.34 0.09
C -6.93 4.50 0.40 0.00
C -5.87 3.65 1.00 -0.58
O -5.13 4.13 1.84 0.03
N -5.75 2.39 0.54 0.03
C -4.76 1.41 1.05 -0.06
H -7.47 3.95 -0.37 0.06
H -6.58 5.37 -0.14 0.08
H -7.64 4.76 1.19 0.09
H -6.29 2.05 -0.24 0.07
H -5.17 0.41 0.87 0.07
H -4.59 1.54 2.12 0.08
H -3.78 1.50 0.59 0.05
C 1.51 -4.59 -1.98 0.01
C 1.82 -3.73 -3.19 -0.56
O 1.42 -2.58 -3.19 0.02
N 2.60 -4.17 -4.19 0.02
C 3.00 -5.56 -4.51 -0.06
H 0.56 -4.36 -1.49 0.06
H 2.29 -4.52 -1.22 0.07
H 1.47 -5.64 -2.27 0.07
H 2.75 -3.51 -4.94 0.13
H 2.22 -6.25 -4.19 0.07
H 3.96 -5.83 -4.05 0.07
H 3.06 -5.61 -5.59 0.08
C 5.08 5.42 -4.20 -0.01
C 4.45 4.79 -2.97 -0.58
O 4.26 5.48 -2.00 0.04
N 4.19 3.46 -2.99 0.01
C 3.57 2.77 -1.86 -0.07
H 4.80 4.83 -5.07 0.07
H 6.16 5.49 -4.04 0.08
H 4.76 6.45 -4.35 0.08
H 4.45 2.96 -3.82 0.13
H 4.14 1.87 -1.59 0.08
H 2.54 2.51 -2.07 0.06
H 3.42 3.38 -0.97 0.09
C -1.21 1.62 -0.95 0.00
C -0.02 0.87 -0.48 -0.57
O 0.99 1.48 -0.21 0.04
N -0.23 -0.46 -0.45 0.05
C 0.74 -1.49 -0.13 -0.05
H -1.25 2.53 -0.35 0.06
H -2.13 1.06 -0.78 0.05
H -1.11 1.90 -2.00 0.09
H -1.19 -0.74 -0.59 0.07
H 0.35 -2.51 -0.21 0.05
H 1.01 -1.44 0.93 0.06
H 1.60 -1.34 -0.78 0.08
```

Structure (SMILES): CNC(C)=O.CNC(C)=O.CNC(C)=O.CNC(C)=O.CNC(C)=O.CNC(C)=O.CNC(C)=O.CNC(C)=O.CNC(C)=O.CNC(C)=O.CNC(C)=O
DFT total energy in eV: -74388.05222
Net charge: 0
HOMO energy in eV: -8.31
LUMO in eV: 0.04
Largest force on an atom in eV Å⁻¹: 3.59
Energy above the lowest of the compared OMol25 structures with the same formula, charge and spin in kJ/mol: 144.3